The following is a quantum chemistry calculation of C35H35MoN5O6Si as an isolated structure, from OMol25.

The value obtained for the frontier orbital gap (spin up / spin down) is 6.81 / 6.54 eV. Its total charge is 0. The energy relative to the best compared isomer or geometry (same formula, charge and spin) is 81.51 kJ/mol. As for the spin multiplicity: 3. The electronic energy is -2437.6958 hartree. The expectation value of S² is 2.031. The calculation puts the HOMO energy (spin up / spin down) at -7.3 / -7.8 eV.

Atoms and positions in Å:
Mo (0.346410, 0.161671, 1.058966)
O (3.865618, 2.942942, 1.994003)
C (4.839086, 2.001509, 1.968031)
C (6.180388, 2.384208, 1.966131)
C (7.189465, 1.442485, 1.931773)
C (6.876467, 0.089220, 1.898787)
C (5.550435, -0.293155, 1.900618)
C (4.508896, 0.639123, 1.936827)
C (3.113756, 0.148641, 1.899881)
O (2.136073, 0.960898, 1.955818)
N (2.944012, -1.175649, 1.828024)
N (1.625719, -1.419337, 1.769151)
C (1.127797, -2.565243, 2.070498)
C (-0.304720, -2.554316, 2.269005)
C (-1.064410, -3.666940, 2.597445)
C (-2.409150, -3.501982, 2.869311)
C (-2.958006, -2.228129, 2.822210)
C (-2.146838, -1.165558, 2.471340)
N (-0.852698, -1.322766, 2.196592)
H (4.279855, 3.813398, 1.987266)
H (6.421873, 3.441663, 1.988362)
H (8.222021, 1.767071, 1.927989)
H (7.658939, -0.656363, 1.868581)
H (5.281966, -1.339183, 1.870010)
H (1.755420, -3.414774, 2.313071)
H (-0.595570, -4.640574, 2.638730)
H (-3.022552, -4.356108, 3.124167)
H (-4.000949, -2.055250, 3.047247)
H (-2.521721, -0.156559, 2.385365)
O (1.496566, 2.443593, -3.907796)
C (2.374753, 1.435835, -3.772793)
C (3.236484, 1.182618, -4.840170)
C (4.174923, 0.174244, -4.756644)
C (4.278856, -0.608080, -3.608350)
C (3.424960, -0.368117, -2.551547)
C (2.465770, 0.645397, -2.614083)
C (1.570426, 0.842550, -1.466345)
O (1.695747, 0.043603, -0.454739)
N (0.710053, 1.820651, -1.470718)
N (0.005953, 1.860998, -0.276592)
C (-0.772830, 2.869009, -0.134888)
C (-1.545964, 3.169537, 1.037156)
C (-2.402219, 4.277285, 1.008406)
C (-3.179825, 4.615940, 2.092255)
C (-3.094348, 3.838011, 3.250609)
C (-2.255221, 2.746852, 3.305434)
C (-1.470804, 2.384718, 2.198951)
O (-0.705696, 1.319131, 2.299409)
H (1.005143, 2.530183, -3.058426)
H (3.147967, 1.801503, -5.723134)
H (4.837082, -0.004738, -5.594591)
H (5.017257, -1.395628, -3.545202)
H (3.475881, -0.963159, -1.649291)
H (-0.831684, 3.557399, -0.975369)
H (-2.444415, 4.868124, 0.100147)
H (-3.835789, 5.474492, 2.053140)
H (-3.688266, 4.095691, 4.118849)
H (-2.171784, 2.143700, 4.200978)
C (-2.445674, -1.617897, -4.000905)
Si (-1.806139, -2.686617, -2.607560)
C (-0.346801, -3.698892, -3.192944)
C (-3.165156, -3.832506, -2.009912)
C (-1.248359, -1.615748, -1.238651)
C (-0.762861, -0.932477, -0.350415)
H (-2.799965, -2.226120, -4.836561)
H (-1.657794, -0.957454, -4.367782)
H (-3.273135, -0.991598, -3.660986)
H (-0.624196, -4.351050, -4.024483)
H (0.041917, -4.321789, -2.384816)
H (0.459375, -3.041847, -3.525247)
H (-3.388012, -4.595469, -2.759540)
H (-4.086739, -3.281367, -1.812046)
H (-2.867033, -4.338965, -1.089431)
C (-5.456251, 0.901120, 1.471265)
C (-4.510758, 0.452196, 0.379036)
C (-4.991969, -0.543688, -0.649390)
O (-3.378483, 0.870131, 0.336503)
H (-6.330111, 0.259846, 1.569559)
H (-5.788713, 1.914131, 1.232460)
H (-4.915769, 0.964194, 2.416366)
H (-6.070377, -0.689133, -0.638529)
H (-4.494884, -1.494519, -0.438864)
H (-4.658680, -0.226796, -1.637001)

Forces on the atoms, in the same order (eV/Å):
0.1657 -0.1867 -0.0963
-0.0009 0.0456 -0.0027
0.0102 -0.0210 -0.0068
0.0172 0.0155 -0.0002
-0.0263 0.0009 -0.0003
0.0082 -0.0024 0.0020
0.0112 -0.0045 0.0080
0.0302 0.0023 -0.0104
-0.0866 -0.0841 -0.0156
-0.0769 0.1879 0.0049
0.1329 0.0608 0.0348
-0.2067 0.0969 0.0013
0.1340 -0.0605 0.0398
-0.1346 0.0781 0.0412
0.0573 -0.0750 0.0083
-0.0370 0.0255 0.0056
0.0088 -0.0259 0.0071
0.0546 0.0121 -0.0287
-0.1630 -0.1440 0.0391
-0.0090 -0.0368 0.0016
0.0008 0.0005 -0.0006
0.0019 0.0015 0.0015
-0.0001 0.0014 0.0002
-0.0020 0.0008 -0.0014
0.0086 0.0061 -0.0123
0.0028 0.0062 -0.0009
0.0006 0.0006 -0.0013
-0.0016 0.0051 -0.0010
-0.0086 0.0187 -0.0040
-0.0008 0.0398 0.0250
0.0650 0.0193 0.0543
-0.0059 0.0040 -0.0163
-0.0116 -0.0003 0.0124
0.0073 -0.0073 -0.0001
-0.0178 -0.0267 -0.0224
-0.0607 -0.0392 -0.0887
-0.0708 0.0209 0.1546
0.0951 0.0449 -0.0341
0.0529 0.0390 -0.0884
0.0661 -0.1723 0.1861
-0.0064 0.0597 -0.0621
-0.0190 0.0371 0.0393
0.0314 -0.0025 -0.0685
-0.0201 -0.0104 0.0632
0.0116 0.0303 -0.0721
0.0274 -0.0553 0.0329
-0.0696 -0.0236 0.0392
0.1882 -0.0859 -0.1297
-0.0543 -0.0674 -0.0429
0.0017 -0.0009 -0.0002
-0.0001 -0.0006 -0.0012
0.0010 0.0016 -0.0002
0.0030 0.0034 0.0037
-0.0124 0.0052 0.0130
-0.0123 0.0072 0.0084
-0.0010 0.0005 -0.0027
-0.0030 0.0064 0.0008
-0.0049 0.0040 -0.0021
-0.0227 0.0008 -0.0096
0.0401 0.0145 -0.0357
-0.0072 0.0040 0.0070
-0.0068 0.0007 0.0040
-0.0046 -0.0713 0.1161
-0.0679 0.2493 -0.0922
0.0009 0.0049 -0.0027
-0.0008 0.0037 0.0019
0.0032 0.0011 -0.0132
0.0039 0.0003 -0.0023
0.0031 0.0001 -0.0028
0.0072 -0.0056 0.0009
-0.0046 0.0049 -0.0043
0.0014 -0.0224 0.0073
-0.0034 -0.0040 -0.0015
0.0398 -0.0174 0.0305
0.0011 -0.0839 -0.0496
0.0004 0.0563 -0.0297
-0.0147 0.1136 0.0498
0.0029 -0.0092 0.0083
-0.0299 -0.0136 -0.0231
0.0038 0.0168 -0.0087
-0.0035 0.0040 -0.0054
-0.0214 0.0059 0.0307
0.0077 -0.0096 0.0099